{
  "formula": "C4H8B2",
  "method": "ωB97M-V/def2-TZVPD",
  "gap_ev": 9.0,
  "homo_ev": -9.0180,
  "relative_energy_kcal_mol": 48.5,
  "symbols": ["B", "B", "C", "C", "C", "C", "H", "H", "H", "H", "H", "H", "H", "H"],
  "xyz": [[-0.06807, 0.63864, 1.45909], [-1.45548, -1.13297, -0.09231], [-0.00756, 1.14018, -1.05769], [1.59981, -0.48635, -0.24961], [0.71663, 0.54185, 0.10534], [-0.50494, -0.13567, -0.60257], [-0.89626, 1.53257, 1.52160], [-0.11824, -0.28285, 2.28091], [-2.61397, -0.93090, -0.07406], [-0.99600, -1.87683, 0.73542], [-0.69958, 1.91323, -0.73345], [0.21201, 1.27343, -2.06446], [2.04261, -0.44232, -1.19877], [2.02867, -1.08800, 0.58653]],
  "atomic_forces_ev_per_a": [[-1.29, -0.67, -0.73], [0.67, 0.40, 1.70], [-2.21, 0.46, 1.26], [-1.34, 0.57, 1.95], [1.80, 0.59, 1.37], [0.29, -1.29, -0.10], [0.57, -0.33, 0.10], [0.63, 0.90, -0.52], [-0.43, -0.19, -0.71], [-0.22, -0.33, -0.61], [0.19, 0.26, 0.16], [1.46, -0.05, -1.55], [0.42, -0.46, -1.23], [-0.53, 0.14, -1.10]]
}

{
  "formula": "C37H40N2",
  "method": "ωB97M-V/def2-TZVPD",
  "gap_ev": 4.0,
  "homo_ev": -5.9429,
  "relative_energy_kcal_mol": 48.0,
  "symbols": ["C", "C", "C", "C", "C", "N", "C", "C", "N", "C", "C", "C", "C", "C", "C", "C", "C", "H", "H", "H", "H", "H", "H", "H", "H", "H", "H", "H", "C", "C", "C", "C", "C", "C", "C", "C", "C", "C", "C", "C", "C", "C", "C", "C", "C", "C", "C", "C", "C", "C", "H", "H", "H", "H", "H", "H", "H", "H", "H", "H", "H", "H", "H", "H", "H", "H", "H", "H", "H", "H", "H", "H", "H", "H", "H", "H", "H", "H", "H"],
  "xyz": [[-5.96381, -2.33262, -0.43336], [-5.31745, -3.40287, -1.06703], [-3.93334, -3.51884, -0.97411], [-3.17638, -2.62644, -0.17719], [-1.73555, -2.88072, 0.02621], [-0.82869, -1.96909, 0.23855], [-0.62512, -0.67642, 0.23501], [-1.27338, 0.15862, -0.67985], [-1.71985, 0.91223, -1.46977], [-1.23026, -4.26791, 0.05929], [-2.01758, -5.33678, 0.53478], [-1.47846, -6.62025, 0.59564], [-0.16513, -6.84815, 0.14802], [0.61712, -5.78522, -0.32961], [0.11128, -4.48545, -0.29528], [-3.83173, -1.53185, 0.41405], [-5.22322, -1.40217, 0.29180], [-7.04722, -2.23947, -0.51371], [-5.88430, -4.14960, -1.62134], [-3.41177, -4.31517, -1.51076], [0.15531, -0.29107, 0.88354], [-3.03803, -5.14125, 0.87055], [-2.08151, -7.44660, 0.98072], [0.24504, -7.85886, 0.17680], [1.61791, -5.97103, -0.72480], [0.72353, -3.62570, -0.56726], [-3.25789, -0.81624, 1.00440], [-5.72837, -0.56544, 0.78106], [1.00621, 0.09276, -5.31846], [1.58628, 0.79701, -4.13258], [2.16368, 0.06461, -3.09309], [2.67557, 0.69517, -1.95933], [3.39357, -0.18595, -0.97628], [2.51722, 2.08619, -1.80205], [2.90114, 2.80194, -0.51843], [4.39033, 3.20054, -0.53066], [2.53710, 2.04691, 0.77894], [1.11440, 1.66564, 0.83016], [0.36141, 1.85649, 2.02213], [-0.84377, 2.62630, 1.97219], [-1.13699, 3.45632, 0.76143], [-1.70718, 2.58101, 3.05350], [-1.36549, 1.89874, 4.22860], [-2.32252, 1.84966, 5.37347], [-0.11924, 1.27195, 4.31509], [0.77712, 1.26830, 3.25705], [2.10179, 0.58437, 3.41347], [2.08036, 2.84068, -2.91297], [2.09244, 4.34605, -2.91702], [1.60929, 2.18929, -4.04890], [0.61785, 0.82192, -6.03740], [1.76065, -0.52776, -5.82154], [0.18541, -0.57162, -5.01656], [2.23286, -1.02318, -3.16558], [4.31789, 0.27027, -0.59175], [2.74226, -0.49143, -0.14141], [3.68443, -1.12471, -1.46871], [2.31421, 3.73425, -0.47567], [4.64189, 3.75564, -1.44147], [4.61562, 3.84765, 0.32718], [5.04011, 2.31443, -0.48998], [3.15297, 1.14408, 0.89349], [2.80629, 2.68296, 1.64387], [0.61433, 1.61785, -0.13868], [-2.06222, 4.01986, 0.91887], [-0.33156, 4.17802, 0.56064], [-1.25207, 2.83313, -0.13347], [-2.67738, 3.06749, 2.96974], [-1.82677, 1.44976, 6.26335], [-2.72111, 2.84551, 5.60405], [-3.17945, 1.20323, 5.14488], [0.14505, 0.74279, 5.23096], [2.15189, 0.08715, 4.39066], [2.24974, -0.18552, 2.64320], [2.95136, 1.28158, 3.36048], [1.90435, 4.70424, -3.93847], [1.30576, 4.77722, -2.27834], [3.05804, 4.76002, -2.59480], [1.24367, 2.78555, -4.89016]],
  "atomic_forces_ev_per_a": [[0.10, -0.27, -0.05], [0.27, 0.36, 0.13], [0.04, 0.10, 0.28], [-0.66, 0.15, -0.41], [0.86, 1.36, 0.03], [-0.09, -1.79, 0.34], [-0.74, -0.11, 0.24], [-0.65, 2.29, -1.74], [0.71, -1.47, 1.43], [0.18, -0.43, 0.43], [0.37, 0.12, -0.24], [0.40, 0.08, -0.15], [-0.25, 0.18, -0.06], [-0.29, -0.04, 0.34], [-0.31, -0.55, -0.25], [-0.25, -0.44, -0.05], [0.33, 0.09, 0.01], [0.28, 0.03, 0.08], [0.10, 0.27, 0.02], [-0.24, 0.19, 0.27], [-0.01, 0.33, 0.11], [0.33, -0.13, -0.13], [0.25, 0.27, -0.12], [-0.12, 0.28, -0.07], [-0.24, 0.04, 0.28], [-0.19, -0.29, -0.08], [-0.18, -0.18, -0.14], [0.17, -0.27, -0.19], [-0.12, -0.12, -0.31], [0.24, 0.04, 0.36], [-0.06, 0.45, -0.19], [-0.33, 0.05, -0.23], [0.19, -0.62, 0.25], [0.27, -0.13, -0.43], [0.19, 0.20, -0.11], [-0.04, 0.00, 0.17], [1.00, -0.37, 0.15], [-0.17, 0.86, -0.20], [-0.27, 0.02, 0.24], [0.09, -1.01, -0.09], [-0.23, 0.16, -0.09], [0.19, -0.03, 0.22], [0.06, 0.10, -0.49], [-0.20, -0.05, 0.33], [-0.03, 0.12, -0.01], [-0.42, 0.28, -0.26], [0.26, -0.38, 0.16], [-0.16, -0.32, 0.35], [-0.13, 0.36, -0.08], [0.01, -0.32, -0.06], [0.03, -0.22, 0.05], [-0.17, 0.15, 0.08], [0.14, 0.18, -0.07], [-0.01, 0.26, -0.04], [-0.38, -0.17, -0.04], [0.23, 0.15, -0.14], [-0.04, 0.30, 0.03], [0.16, -0.21, -0.10], [-0.07, -0.14, 0.16], [0.06, -0.17, -0.11], [-0.16, 0.26, 0.02], [0.14, 0.37, -0.05], [-0.21, -0.20, -0.36], [-0.07, 0.27, 0.30], [0.12, -0.08, -0.14], [-0.16, -0.21, 0.12], [-0.07, 0.11, 0.08], [0.18, 0.10, 0.14], [-0.17, 0.10, -0.07], [0.10, -0.20, -0.02], [0.14, 0.08, 0.02], [-0.02, 0.18, -0.13], [-0.02, 0.11, -0.25], [0.02, 0.17, 0.10], [-0.32, -0.18, -0.03], [0.06, -0.05, 0.30], [0.23, -0.13, -0.08], [-0.28, -0.10, -0.03], [0.09, -0.20, 0.25]]
}